[1]
C3H8IN as an isolated structure, computed with the ωB97M-V functional and the def2-TZVPD basis.

Results
* E: -12829.196 eV
* gap between HOMO and LUMO: 9.4 eV
* highest occupied orbital energy: -9.218 eV

CARTESIAN COORDINATES (ANGSTROEM)
I  -2.40  0.96  -1.51
N  -1.24  -0.23  -0.25
C  0.01  -0.11  -0.36
C  0.80  0.82  -1.13
C  0.72  -1.06  0.63
H  0.45  1.81  -1.06
H  1.89  0.87  -1.02
H  -1.98  0.04  2.42
H  -1.71  -0.17  1.73
H  1.59  -0.46  0.92
H  0.15  -1.22  1.60
H  0.75  0.77  -2.15
H  0.97  -2.03  0.20


[2]
A 2-piece molecular cluster, C9H12N5 overall, computed with the ωB97M-V functional and the def2-TZVPD basis.

Results
* total charge: +1
* E: -16966.492 eV
* gap between HOMO and LUMO (spin up / spin down): 8.0 / 3.9 eV
* highest occupied orbital energy (spin up / spin down): -12.438 / -10.397 eV

CARTESIAN COORDINATES (ANGSTROEM)
N  -0.03  0.79  2.01
N  -0.30  -2.58  -2.43
N  0.19  -2.13  1.29
N  0.57  -1.45  -0.79
N  0.67  -1.24  0.43
C  0.15  -2.62  -1.20
C  0.03  -3.36  0.98
C  0.62  -3.79  -0.42
C  1.02  2.59  1.04
C  1.04  3.69  0.25
C  -0.13  1.81  1.10
C  -0.02  4.19  -0.46
C  -1.19  3.32  -0.43
C  -1.27  2.24  0.46
H  0.08  5.25  -0.82
H  1.70  -3.88  -0.27
H  -2.20  1.67  0.64
H  1.85  2.23  1.64
H  -0.67  0.03  2.00
H  2.03  4.27  0.33
H  -2.09  3.69  -0.99
H  -0.47  -1.64  -2.96
H  0.20  -4.79  -0.56
H  -0.22  -3.95  1.76
H  0.41  0.84  2.91
H  -0.62  -3.40  -2.88


[3]
A 7-piece molecular cluster, H14N2O8 overall, computed with the ωB97M-V functional and the def2-TZVPD basis.

Results
* E: -19581.716 eV
* gap between HOMO and LUMO: 6.9 eV
* highest occupied orbital energy: -7.608 eV

CARTESIAN COORDINATES (ANGSTROEM)
O  32.21  6.10  40.34
O  26.79  4.20  39.62
O  28.19  4.25  37.94
O  34.49  5.71  36.53
O  30.23  5.86  34.54
O  32.53  2.28  38.83
O  28.54  5.37  39.85
O  30.70  8.38  37.30
N  27.77  4.65  39.10
N  31.14  4.91  37.42
H  30.83  4.10  36.97
H  34.56  6.33  35.86
H  30.71  5.18  34.06
H  30.44  6.60  33.99
H  32.80  6.73  39.84
H  31.62  1.80  38.52
H  32.77  2.14  39.72
H  34.62  4.99  35.95
H  29.91  9.04  37.16
H  30.82  5.75  36.78
H  32.15  4.94  37.63
H  31.27  6.59  40.44
H  30.57  4.72  38.27
H  31.54  8.74  37.00


[4]
C12H34InN2Na4O8P as an isolated structure, computed with the ωB97M-V functional and the def2-TZVPD basis.

Results
* total charge: +4
* E: -64446.640 eV
* gap between HOMO and LUMO: 2.2 eV
* highest occupied orbital energy: -19.108 eV

CARTESIAN COORDINATES (ANGSTROEM)
In  -5.50  0.19  -3.54
P  -1.99  0.07  -2.82
Na  -3.16  -2.03  -0.91
Na  -2.02  -2.20  -4.76
Na  -2.28  2.87  -2.46
Na  -1.32  1.67  -5.24
O  1.60  -0.06  -3.57
O  -2.71  -0.07  -4.14
O  0.91  -4.10  0.17
O  -2.17  1.77  0.36
O  2.12  2.56  3.22
O  -1.64  -1.41  -2.48
O  -0.89  1.15  -3.02
O  -3.12  0.65  -1.89
N  -1.24  -1.14  0.28
N  0.41  2.39  -0.26
C  -0.14  -2.11  2.25
C  -0.18  -2.09  0.70
C  1.54  4.11  0.76
C  -0.40  -3.47  0.12
C  0.66  -5.47  0.29
C  -2.69  1.39  2.71
C  -3.23  1.67  1.36
C  3.48  2.15  3.05
C  3.44  -1.27  -2.49
C  2.03  -0.71  -2.35
C  1.20  2.04  2.20
C  1.44  2.63  0.75
H  0.54  1.74  -1.02
H  1.30  0.96  2.11
H  -2.39  1.13  -0.33
H  -0.09  -5.92  -0.36
H  -3.86  2.56  1.43
H  1.76  4.50  -0.23
H  -0.94  -0.95  -0.67
H  -3.76  0.81  0.96
H  2.29  4.58  1.41
H  0.75  -2.56  2.67
H  3.73  -1.55  -1.48
H  0.23  2.35  2.58
H  -0.73  -3.39  -0.92
H  -2.07  0.49  2.66
H  0.32  -5.59  1.32
H  1.25  -1.39  -2.00
H  3.56  -2.05  -3.24
H  4.16  -0.48  -2.69
H  1.58  -6.01  0.07
H  3.98  2.49  3.96
H  0.60  4.59  1.02
H  3.93  2.71  2.22
H  -1.16  -0.22  0.68
H  -1.15  -3.98  0.72
H  -1.00  -2.54  2.77
H  -0.54  2.30  0.08
H  0.69  0.22  -3.43
H  3.46  1.08  2.86
H  0.73  -1.55  0.44
H  -0.13  -1.11  2.68
H  2.36  2.16  0.41
H  1.94  -0.10  -1.45
H  -3.42  1.28  3.50
H  -2.08  2.25  2.99


[5]
A 7-piece molecular cluster, C47H109Br2F3IO5P4S overall, computed with the ωB97M-V functional and the def2-TZVPD basis.

Results
* total charge: -1
* E: -265077.525 eV
* gap between HOMO and LUMO: 6.9 eV
* highest occupied orbital energy: -4.852 eV

CARTESIAN COORDINATES (ANGSTROEM)
I  -1.39  2.44  0.87
Br  -0.94  -6.52  -3.89
Br  -1.92  -4.85  0.11
S  4.22  -1.80  -3.91
P  1.12  -2.33  -1.93
P  -2.56  -2.12  -2.38
P  2.33  -1.50  -3.69
P  -0.67  -1.69  -3.34
F  0.20  -7.49  -1.75
F  -2.77  -6.47  -1.81
F  -1.66  -7.41  -0.35
O  2.07  0.12  -3.86
O  -2.93  -3.63  -2.79
O  1.62  -2.04  -5.09
O  -2.70  -1.83  -0.96
O  -3.65  -1.17  -3.16
C  3.58  -4.06  -1.51
C  0.59  5.58  9.08
C  4.77  -2.54  0.49
C  -4.98  3.23  3.68
C  7.36  -3.98  5.53
C  -0.39  -6.28  -2.03
C  4.74  0.27  -8.69
C  -2.71  -3.82  -9.68
C  6.80  3.40  -8.47
C  -8.04  8.66  3.79
C  6.19  0.34  -8.20
C  -4.09  3.03  4.91
C  -0.91  -2.76  -6.55
C  -1.68  -6.32  -1.09
C  7.04  -6.17  3.34
C  7.57  -4.81  6.79
C  7.07  -5.35  2.05
C  -0.88  -4.77  -8.12
C  -3.45  -5.14  -9.86
C  5.93  -5.74  4.30
C  -7.16  6.41  4.69
C  1.08  -0.65  -0.96
C  -4.79  2.41  6.12
C  2.65  -2.97  -0.93
C  -0.26  3.33  7.09
C  -8.03  7.14  3.66
C  -0.67  0.40  0.58
C  3.62  -1.91  -0.34
C  -0.15  5.81  7.77
C  6.02  2.76  -7.33
C  0.84  3.42  6.02
C  -5.68  6.76  4.57
C  -1.45  -4.16  -6.84
C  -5.93  3.27  6.67
C  -1.02  4.63  7.35
C  -8.48  9.19  5.15
C  -1.21  -4.01  -9.41
C  -9.92  8.82  5.50
C  0.29  3.78  4.64
C  6.43  1.32  -7.05
C  3.78  -0.23  -7.61
C  -5.65  1.96  3.15
C  -4.64  0.92  2.68
C  -0.14  0.26  -0.88
C  0.81  -4.08  -2.76
C  6.05  -4.30  4.81
C  0.64  -5.23  -1.76
H  -0.98  2.56  6.79
H  1.60  4.14  6.32
H  8.21  -4.12  4.85
H  -1.24  -5.80  -8.21
H  6.88  -7.22  3.08
H  -1.59  4.90  6.45
H  5.59  -2.88  -0.13
H  0.65  -4.87  -0.74
H  -4.51  -4.95  -10.08
H  -5.50  7.83  4.76
H  6.51  -0.65  -7.89
H  1.94  -0.04  -1.23
H  0.21  -4.84  -8.03
H  -5.29  6.52  3.58
H  5.91  -6.43  5.14
H  4.95  2.82  -7.53
H  4.55  -3.72  -1.82
H  0.18  -2.78  -6.46
H  -0.19  4.75  4.64
H  -4.38  3.67  2.89
H  -2.82  -3.22  -10.58
H  8.01  -6.12  3.83
H  -0.12  5.39  9.89
H  -6.38  2.79  7.54
H  7.85  -5.72  1.39
H  1.10  3.81  3.91
H  6.83  0.61  -9.05
H  -5.17  1.41  5.87
H  1.58  -5.78  -1.81
H  2.20  -3.40  -0.04
H  -7.04  9.05  3.57
H  6.18  3.35  -6.42
H  -3.99  0.59  3.49
H  -4.05  2.27  6.91
H  0.22  -2.80  -0.90
H  -1.32  -2.38  -5.62
H  4.06  -1.22  -7.26
H  4.69  -0.41  -9.54
H  7.35  -2.92  5.80
H  -10.61  9.21  4.76
H  -3.04  -5.70  -10.70
H  -0.76  -4.54  -10.25
H  -1.53  -0.23  0.76
H  -10.20  9.24  6.47
H  1.27  4.74  9.02
H  0.19  2.97  8.02
H  -3.40  -1.13  -4.08
H  8.50  -4.52  7.28
H  -3.41  -5.76  -8.97
H  3.80  -4.77  -0.71
H  -5.10  6.20  5.31
H  -2.96  -3.70  -3.75
H  -7.51  6.61  5.70
H  7.62  -5.87  6.57
H  -6.72  3.40  5.93
H  6.12  -5.43  1.52
H  -1.17  -2.05  -7.34
H  2.76  -0.29  -8.01
H  -5.15  0.04  2.28
H  4.00  -1.20  -1.06
H  0.18  1.28  -1.09
H  1.17  6.46  9.35
H  -7.81  8.84  5.94
H  -5.76  3.97  3.91
H  -1.04  0.14  -1.46
H  7.49  1.29  -6.79
H  6.49  4.44  -8.62
H  -3.68  4.01  5.20
H  5.90  0.97  -6.16
H  -0.79  6.69  7.87
H  7.27  -4.30  2.24
H  -10.05  7.74  5.57
H  -9.05  6.76  3.74
H  1.17  -1.02  0.05
H  3.75  0.45  -6.75
H  7.87  3.40  -8.26
H  3.24  -4.67  -2.34
H  4.37  -3.41  1.00
H  -0.09  -4.08  -3.35
H  -1.20  -4.81  -6.00
H  -4.01  1.33  1.89
H  0.57  6.05  6.98
H  -3.23  2.41  4.64
H  -3.17  -3.24  -8.87
H  -7.69  6.87  2.66
H  2.06  0.29  -4.80
H  -2.54  -4.13  -6.89
H  5.14  -1.81  1.19
H  0.12  0.28  1.31
H  6.64  2.87  -9.41
H  -7.27  5.33  4.54
H  2.09  -2.83  -5.38
H  5.21  -4.10  5.49
H  1.34  2.45  5.96
H  1.58  -4.29  -3.51
H  -5.57  4.25  6.97
H  4.41  1.24  -9.06
H  5.93  -3.61  3.97
H  -6.31  1.52  3.91
H  3.17  -1.31  0.44
H  -0.43  3.03  4.31
H  6.75  -4.64  7.50
H  -0.73  -3.03  -9.38
H  -8.39  10.28  5.14
H  -0.68  -0.29  -3.55
H  -1.77  4.44  8.13
H  4.96  -5.85  3.80
H  -8.69  9.07  3.02
H  -6.29  2.23  2.31


[6]
A 6-piece molecular cluster, C12H34ClO9S2 overall, computed with the ωB97M-V functional and the def2-TZVPD basis.

Results
* total charge: -1
* E: -65617.718 eV
* gap between HOMO and LUMO: 8.6 eV
* highest occupied orbital energy: -6.004 eV

CARTESIAN COORDINATES (ANGSTROEM)
Cl  0.41  1.15  -0.95
S  0.81  1.43  3.56
S  0.24  -3.47  1.37
O  -2.11  -0.92  -1.88
O  0.04  4.26  -0.40
O  -1.03  -2.97  1.77
O  1.84  0.73  4.27
O  0.11  -4.20  -0.05
O  -0.27  0.72  2.99
O  2.61  0.65  -3.35
O  0.95  -4.37  2.23
O  0.13  2.46  4.57
C  -2.09  -1.79  -3.01
C  -1.34  4.51  -0.60
C  0.85  -0.15  -4.78
C  -1.74  -5.75  0.66
C  -1.10  -2.94  -2.81
C  1.59  2.50  2.37
C  1.26  -2.15  0.87
C  1.00  3.20  5.45
C  -0.41  -5.54  -0.04
C  1.95  -0.51  -3.81
C  0.54  4.64  5.44
C  -1.78  4.25  -2.01
H  -1.51  5.55  -0.30
H  -3.10  -2.18  -3.12
H  0.19  3.34  -0.69
H  2.13  -2.61  0.41
H  -0.51  -5.79  -1.10
H  1.18  5.31  6.00
H  0.05  0.39  -4.26
H  0.48  5.01  4.41
H  2.60  2.58  2.76
H  0.91  2.77  6.44
H  1.06  3.45  2.34
H  -2.87  4.33  -2.08
H  1.55  1.97  1.42
H  2.04  3.10  5.11
H  1.56  -1.05  -2.94
H  -1.56  -3.87  -2.46
H  1.27  0.51  -5.54
H  -1.99  -6.81  0.68
H  -0.48  4.69  5.82
H  -2.53  -5.19  0.15
H  -1.84  -1.24  -3.91
H  0.70  -1.55  0.15
H  -1.93  3.88  0.08
H  1.46  -1.62  1.80
H  -1.32  -0.35  -1.96
H  -1.71  -5.40  1.69
H  -1.48  3.24  -2.29
H  -1.34  4.95  -2.71
H  2.70  -1.11  -4.31
H  0.42  -1.03  -5.27
H  -0.59  -3.15  -3.75
H  2.02  1.06  -2.68
H  0.36  -6.23  0.33
H  -0.37  -2.64  -2.06


[7]
C44H52BrFN6O7Sb2Ti as an isolated structure, computed with the ωB97M-V functional and the def2-TZVPD basis.

Results
* total charge: +2
* E: -178678.020 eV
* gap between HOMO and LUMO: 6.2 eV
* highest occupied orbital energy: -11.322 eV

CARTESIAN COORDINATES (ANGSTROEM)
Sb  2.89  -3.25  -1.08
Sb  0.44  -1.53  0.85
Br  -1.62  2.07  -2.74
Ti  -0.91  -0.26  -1.53
F  1.70  4.95  1.63
O  -2.68  -3.75  -0.74
O  2.74  0.74  -2.71
O  0.70  0.19  -2.35
O  -0.69  1.15  -0.04
O  -2.66  -0.36  -0.72
O  -0.88  -2.16  -1.71
O  -4.69  -0.08  0.22
N  -1.67  -0.71  -3.65
N  -2.92  2.36  3.21
N  -2.12  -2.01  -3.68
N  0.78  7.48  5.81
N  1.88  0.97  -2.01
N  0.26  5.85  4.07
C  0.60  4.34  2.13
C  -0.62  -1.16  2.78
C  -1.58  0.00  -4.68
C  -3.50  2.31  4.54
C  -0.93  2.56  1.82
C  3.23  -5.43  3.52
C  1.90  6.48  5.76
C  0.26  3.21  1.50
C  5.08  -3.31  -1.11
C  -0.99  3.15  -9.05
C  -1.17  3.17  -7.68
C  3.33  -5.50  2.12
C  -1.44  1.56  0.88
C  2.78  -4.17  -3.00
C  2.28  -1.02  1.67
C  -2.79  1.13  1.11
C  1.15  -4.56  1.82
C  -1.46  -4.18  -2.73
C  0.11  1.17  -7.35
C  2.54  -5.22  -0.16
C  -1.01  -5.15  -3.66
C  1.07  -4.47  3.18
C  2.31  -5.11  1.30
C  -1.15  -6.45  -3.37
C  -2.73  1.40  5.53
C  -3.44  1.47  2.26
C  2.05  -4.93  4.07
C  0.38  1.19  -8.75
C  -0.23  7.17  3.58
C  -3.51  0.13  0.15
C  0.46  8.16  4.46
C  -1.13  3.97  3.72
C  -0.12  4.72  3.27
C  0.20  -3.68  1.01
C  -0.20  2.15  -9.58
C  -1.30  1.40  -4.54
C  -1.76  -6.80  -2.21
C  -2.24  -5.91  -1.30
C  -0.92  2.32  -5.43
C  -2.12  -4.56  -1.59
C  1.68  5.87  4.37
C  -0.61  2.17  -6.80
C  -1.69  2.88  2.95
C  -1.07  -2.78  -2.94
H  -2.60  0.44  4.92
H  0.49  0.33  -6.85
H  -0.64  -4.84  -4.61
H  2.07  4.85  4.38
H  0.87  0.31  -9.19
H  -4.38  1.07  2.66
H  -1.42  -1.88  3.02
H  -1.38  3.84  -9.76
H  -0.01  6.83  5.91
H  -0.08  -2.61  -3.46
H  0.11  7.38  2.59
H  -1.79  3.97  -7.26
H  1.80  -4.87  5.13
H  -1.70  -0.34  -5.73
H  0.11  -4.00  3.57
H  1.38  8.45  4.05
H  1.70  -5.60  -0.80
H  1.74  5.75  6.63
H  -4.56  1.96  4.41
H  3.39  -5.10  -2.87
H  2.26  6.45  3.67
H  -1.05  3.33  -4.98
H  1.98  -0.19  2.40
H  3.00  -0.58  0.96
H  -0.14  9.03  4.69
H  -1.34  7.15  3.49
H  -2.55  -2.81  -1.04
H  -1.92  -7.85  -2.04
H  4.09  -5.70  4.17
H  -3.26  1.13  6.40
H  5.52  -2.57  -1.83
H  -2.69  -6.14  -0.33
H  -0.75  -7.23  -4.01
H  -2.24  -2.38  -4.64
H  0.70  2.96  0.54
H  0.83  8.17  6.55
H  0.13  -1.31  3.55
H  -3.64  3.28  4.97
H  2.86  6.94  5.74
H  -0.84  -3.86  1.29
H  5.56  -3.33  -0.12
H  4.12  -6.12  1.63
H  -1.60  4.36  4.65
H  -0.97  -0.17  2.93
H  0.11  -3.95  -0.04
H  -1.74  1.74  5.75
H  3.44  -5.77  -0.40
H  5.23  -4.27  -1.52
H  2.81  -1.79  2.16
H  -0.10  2.10  -10.70
H  3.10  -3.52  -3.88
H  1.76  -4.39  -3.13